Here is a structure of composition C30H36N4O8RuS2 in a non-equilibrium geometry from the OMol25 dataset. Energies are from ωB97M-V with the def2-TZVPD basis set.

Structure (XYZ):
```
81
Properties=species:S:1:pos:R:3:forces:R:3:lowdin_charge:R:1
Ru -2.248 0.367 -2.615 3.705 4.877 -0.360 1.3032
C -3.327 -0.119 -5.910 0.047 0.180 0.055 -0.0877
O -2.271 -0.176 -4.969 -0.515 -0.692 -0.358 -0.2829
C -1.891 -1.497 -4.648 -0.032 -0.541 0.280 -0.2067
C -2.810 -2.169 -3.621 -0.012 -0.637 0.009 -0.1614
O -2.637 -1.711 -2.252 -1.274 0.314 -0.729 -0.2570
C -3.891 -1.596 -1.513 -0.129 -0.601 0.364 -0.1350
C -4.779 -0.435 -1.895 -0.414 -0.224 -0.132 -0.2447
O -4.194 0.804 -1.562 -0.469 -0.848 -0.698 -0.3207
C -5.043 1.848 -2.037 0.205 0.079 0.123 -0.0615
H -3.018 -0.574 -6.857 -0.008 -0.011 0.013 0.0917
H -3.535 0.938 -6.064 -0.026 -0.029 -0.019 0.0974
H -4.238 -0.614 -5.556 0.021 0.000 0.006 0.0801
H -0.869 -1.484 -4.263 -0.010 0.220 -0.049 0.1390
H -1.915 -2.116 -5.555 0.018 -0.111 0.067 0.1282
H -2.569 -3.236 -3.616 -0.089 -0.021 -0.023 0.1355
H -3.850 -2.043 -3.929 -0.016 -0.033 0.075 0.1082
H -3.605 -1.520 -0.464 0.139 0.032 -0.047 0.1502
H -4.482 -2.504 -1.667 0.133 -0.102 0.088 0.1329
H -5.744 -0.534 -1.379 0.085 -0.192 0.135 0.1408
H -4.992 -0.454 -2.975 -0.056 -0.025 -0.018 0.1103
H -6.035 1.725 -1.589 0.050 0.015 -0.026 0.1000
H -5.110 1.816 -3.131 -0.010 -0.022 0.038 0.0915
H -4.613 2.791 -1.726 0.121 0.053 0.061 0.0871
O -1.207 1.442 -3.465 -1.140 -1.185 0.575 -0.4677
N 1.853 2.052 4.997 -0.175 -0.108 -0.098 0.0971
C 0.630 2.022 4.361 -0.015 -0.071 -0.067 -0.3301
C -0.293 3.048 4.547 -0.069 0.042 -0.002 -0.0463
C -1.521 3.012 3.903 -0.036 -0.056 -0.018 -0.0805
C -1.844 1.949 3.077 0.066 -0.072 0.023 -0.3052
C -0.924 0.919 2.879 -0.027 0.064 0.016 -0.0464
C 0.302 0.956 3.514 -0.072 0.021 -0.011 -0.0241
S -3.412 1.872 2.245 0.020 0.024 0.127 0.5441
O -4.109 3.108 2.597 0.192 -0.478 -0.221 -0.3808
O -4.030 0.617 2.646 0.109 0.608 -0.282 -0.3502
N -3.046 1.750 0.707 -0.165 -0.211 0.189 -0.1370
C -2.486 2.719 -0.015 0.053 -0.005 -0.250 -0.6965
S -2.183 4.370 0.537 0.088 0.023 -0.189 1.0049
C -1.490 4.750 -1.009 -0.031 -0.243 -0.164 -0.4379
C -1.545 3.665 -1.820 -0.140 0.178 0.379 -0.2809
N -2.107 2.538 -1.285 -0.283 -0.093 0.761 -0.0432
H 2.095 2.808 5.595 0.094 0.256 0.185 0.0756
H 2.513 1.320 4.858 0.200 -0.185 -0.063 0.0785
H -0.044 3.881 5.196 0.001 0.004 -0.008 0.1003
H -2.242 3.807 4.040 -0.003 -0.003 -0.016 0.1042
H -1.167 0.095 2.218 0.031 0.015 -0.026 0.1115
H 1.017 0.156 3.354 0.011 0.000 -0.026 0.1063
H -1.086 5.718 -1.249 0.005 0.045 0.081 0.0404
H -1.179 3.626 -2.834 0.023 -0.072 -0.033 0.0824
C 4.956 -4.333 4.113 0.018 0.032 0.045 -0.0616
C 4.851 -3.048 3.335 -0.021 -0.001 -0.093 -0.2464
C 5.638 -1.959 3.693 -0.023 0.033 -0.033 -0.0787
C 5.537 -0.766 2.992 -0.062 0.019 -0.031 -0.0969
C 4.651 -0.650 1.934 0.052 -0.011 0.084 -0.0403
C 3.871 -1.742 1.542 -0.039 -0.087 0.080 -0.1961
N 2.949 -1.670 0.487 -0.299 0.284 0.107 0.0869
C 3.002 -0.699 -0.512 -0.092 0.033 -0.175 -0.1932
C 4.231 -0.260 -1.018 0.006 -0.008 -0.086 -0.0583
C 4.286 0.669 -2.041 0.023 -0.025 -0.005 -0.1070
C 3.118 1.170 -2.599 -0.028 -0.007 -0.008 -0.1013
C 1.896 0.717 -2.127 0.069 -0.002 0.038 -0.0218
C 1.812 -0.215 -1.094 0.150 0.149 0.138 -0.0478
C 0.416 -0.664 -0.675 0.110 -0.477 -0.241 -0.5914
O 0.276 -1.495 0.248 0.231 0.056 0.259 -0.0180
O -0.497 -0.197 -1.391 -0.404 0.039 0.171 -0.1201
C 3.974 -2.953 2.247 -0.015 0.058 0.127 -0.1666
C 3.114 -4.123 1.857 0.070 -0.027 -0.061 -0.0389
H 5.585 -4.197 4.992 0.013 -0.010 -0.004 0.0683
H 5.392 -5.133 3.508 -0.023 -0.014 -0.002 0.0785
H 3.976 -4.678 4.450 -0.004 -0.017 -0.012 0.0790
H 6.321 -2.044 4.530 0.004 -0.011 0.009 0.0965
H 6.138 0.088 3.284 -0.026 -0.019 -0.010 0.0953
H 4.543 0.292 1.412 0.016 -0.032 0.051 0.1083
H 1.959 -1.850 0.721 0.103 -0.141 -0.076 0.1031
H 5.146 -0.667 -0.605 -0.014 0.019 -0.043 0.1045
H 5.251 0.996 -2.410 0.014 -0.005 -0.002 0.0919
H 3.156 1.899 -3.398 0.006 0.017 0.002 0.0908
H 0.966 1.083 -2.546 0.015 -0.015 0.020 0.0872
H 2.762 -4.012 0.833 -0.017 -0.004 0.011 0.0754
H 2.235 -4.204 2.502 -0.017 -0.005 -0.011 0.0921
H 3.665 -5.062 1.931 -0.015 -0.001 0.036 0.0693
```
Forces are in eV/Å.

Its multiplicity is 2. Its expectation value of S² is 0.871. Its charge is -1. The lowest unoccupied orbital energy (alpha / beta) is 2.034 / 2.033 eV. The HOMO-LUMO gap (alpha / beta) comes out at 6.34 / 6.33 eV.


Here is the molecule C4H8O2 from the OMol25 dataset. Energies are from ωB97M-V with the def2-TZVPD basis set.

Structure (XYZ):
```
14
Properties=species:S:1:pos:R:3:forces:R:3:lowdin_charge:R:1
C -1.937 0.025 -0.383 -0.201 -0.070 -0.151 -0.0920
O -0.879 0.176 0.543 0.136 -0.057 0.085 -0.1569
C 0.396 0.283 -0.061 0.281 0.045 -0.083 -0.3858
C 1.408 0.681 1.012 0.078 0.015 0.026 -0.0285
C 0.829 -1.081 -0.604 -0.017 -0.153 -0.301 -0.2195
O 0.899 -1.401 -1.764 -0.080 0.276 0.416 0.0738
H -2.862 0.026 0.197 0.141 -0.021 -0.100 0.0918
H -1.966 0.855 -1.106 0.076 -0.114 0.151 0.0952
H -1.862 -0.918 -0.942 -0.018 0.122 0.060 0.0892
H 0.368 1.000 -0.894 -0.039 -0.076 0.111 0.1495
H 2.195 1.316 0.593 -0.149 -0.101 0.093 0.0863
H 0.909 1.205 1.831 0.030 0.036 -0.212 0.0887
H 1.885 -0.211 1.437 -0.089 0.197 -0.006 0.0754
H 1.109 -1.790 0.206 -0.149 -0.098 -0.089 0.1327
```
Forces are in eV/Å.

As for the SMILES: CO[C@@H](C)C=O. Its multiplicity is 1. The lowest unoccupied orbital energy is 1.047 eV. The HOMO-LUMO gap comes out at 10.68 eV.


Here is a structure of composition C4H14AlB2O2 in a non-equilibrium geometry from the OMol25 dataset. Energies are from ωB97M-V with the def2-TZVPD basis set.

Structure (XYZ):
```
23
Properties=species:S:1:pos:R:3:forces:R:3:lowdin_charge:R:1
Al 26.504 -4.558 3.556 0.020 0.002 0.082 0.9946
B 27.221 -0.919 6.473 0.089 0.876 -0.053 -0.0811
H 28.099 -1.529 6.331 3.811 -3.341 1.348 0.0239
H 26.901 -0.383 5.593 -2.919 2.892 -2.748 0.0183
H 26.452 -1.644 6.690 -3.168 -4.168 -0.872 0.0252
H 27.401 -0.212 7.268 2.235 3.625 2.233 0.0246
B 30.901 -6.261 2.080 0.708 1.059 1.154 -0.0939
H 30.852 -6.082 3.143 1.117 2.193 4.123 -0.0052
H 30.514 -5.417 1.530 -3.440 3.444 -1.582 0.0147
H 31.889 -6.584 1.789 3.957 -2.974 -0.150 0.0280
H 30.235 -7.070 1.822 -2.451 -3.633 -3.466 0.0351
O 24.343 -6.311 8.867 -0.228 0.468 2.571 0.0811
C 24.232 -6.270 10.088 -0.157 0.484 -1.938 -0.4076
O 23.770 -5.142 10.770 0.359 -0.736 -1.226 0.0205
C 23.639 -5.437 12.145 0.185 -1.301 1.463 -0.1767
C 24.577 -6.635 12.369 0.190 1.042 1.339 -0.1796
C 24.522 -7.375 11.080 0.044 0.325 0.187 -0.0886
H 22.630 -5.736 12.430 -0.360 0.146 -0.528 0.1247
H 23.909 -4.638 12.835 0.093 0.454 -0.693 0.1276
H 24.295 -7.235 13.235 -0.042 0.069 -0.040 0.1225
H 25.559 -6.209 12.577 0.234 -0.249 -0.114 0.1189
H 23.641 -8.013 11.157 0.179 -0.437 -0.604 0.1392
H 25.464 -7.893 10.898 -0.456 -0.242 -0.487 0.1338
```
Forces are in eV/Å.

Its multiplicity is 1. Its charge is +1. The lowest unoccupied orbital energy is -10.684 eV. The HOMO-LUMO gap comes out at 1.79 eV.


Here is a cluster of 2 separate species, C5H10N3 in total in a non-equilibrium geometry from the OMol25 dataset. Energies are from ωB97M-V with the def2-TZVPD basis set.

Structure (XYZ):
```
18
Properties=species:S:1:pos:R:3:forces:R:3:lowdin_charge:R:1
C -0.514 -0.923 -0.304 1.505 1.646 -0.563 0.0487
C 3.473 0.023 0.165 3.791 -0.467 0.769 -0.2573
C -1.821 -0.908 0.384 1.513 1.668 -3.155 -0.1267
C -2.138 0.551 0.380 -0.081 0.478 1.698 -0.1364
C -0.912 1.321 -0.111 -1.424 1.844 -0.222 -0.1384
N -0.044 0.287 -0.595 -0.709 -3.270 -0.726 0.0575
N 4.716 -0.258 0.610 -1.506 -0.003 1.549 0.1302
N 2.414 0.238 -0.186 -0.608 0.380 -0.619 0.1727
H -2.571 -1.404 -0.138 -1.096 -1.325 -1.242 0.1194
H -1.744 -1.414 1.250 0.439 -1.439 3.424 0.0989
H -2.993 0.626 -0.251 -0.634 0.967 -0.166 0.1169
H -2.316 0.769 1.428 -0.698 0.825 -0.159 0.1284
H -1.237 2.230 -0.767 1.080 -2.020 0.498 0.1726
H -0.311 1.734 0.680 -0.152 0.624 0.687 0.1209
H 4.781 -0.290 1.649 0.105 0.002 -1.322 0.1383
H 5.581 -0.085 0.119 -0.469 0.172 -0.330 0.1194
H 0.044 -1.864 -0.399 0.264 0.737 -0.409 0.1564
H 1.006 0.493 -0.797 -1.320 -0.817 0.289 0.0786
```
Forces are in eV/Å.

Its multiplicity is 1. Its charge is +1. The lowest unoccupied orbital energy is -3.773 eV. The HOMO-LUMO gap comes out at 10.60 eV.


Here is the molecule C26H24N4O6 in a non-equilibrium geometry from the OMol25 dataset. Energies are from ωB97M-V with the def2-TZVPD basis set.

Structure (XYZ):
```
60
Properties=species:S:1:pos:R:3:forces:R:3:lowdin_charge:R:1
C 4.117 3.343 1.370 0.183 -0.104 0.003 -0.0841
H 4.302 2.800 0.437 -0.012 -0.001 0.031 0.0913
O 2.881 4.015 1.339 -0.248 0.161 0.001 -0.0797
C 1.749 3.284 1.175 -0.250 -0.068 -0.036 -0.2733
C 0.551 4.002 1.141 0.306 -0.076 0.049 0.0108
C -0.658 3.366 0.962 -0.056 -0.057 0.010 -0.0001
C -0.691 1.983 0.806 0.756 0.240 0.061 -0.1739
C 0.495 1.263 0.866 -0.319 0.087 -0.105 -0.0055
C 1.708 1.898 1.045 0.288 0.257 0.080 0.0007
H 2.603 1.299 1.073 0.120 -0.041 -0.003 0.1043
H 0.470 0.191 0.766 0.033 -0.060 -0.023 0.0908
N -1.900 1.268 0.594 -0.577 0.129 -0.090 0.0296
N -1.852 0.007 1.004 -0.376 -0.920 0.208 0.1555
C -2.821 -0.829 0.804 0.341 0.660 -0.176 -0.1130
C -4.042 -0.438 0.156 -0.194 0.480 -0.249 -0.0851
C -5.143 -1.280 -0.037 -0.013 -0.093 0.030 0.0011
C -6.273 -0.798 -0.658 0.036 -0.009 0.044 -0.0537
C -6.336 0.523 -1.098 0.054 0.069 -0.016 -0.0579
C -5.262 1.365 -0.917 0.080 0.065 0.020 -0.0010
C -4.108 0.897 -0.285 -0.223 -0.498 0.057 -0.0652
C -2.972 1.808 -0.121 0.049 0.097 -0.150 -0.3501
O -2.934 2.933 -0.580 -0.087 -0.052 0.014 0.0791
H -5.281 2.392 -1.248 -0.011 0.067 -0.029 0.1203
H -7.231 0.886 -1.582 -0.062 0.040 -0.040 0.1070
H -7.120 -1.451 -0.807 -0.054 -0.066 0.000 0.1086
H -5.083 -2.304 0.294 -0.010 -0.058 -0.006 0.1091
C -2.483 -2.240 1.166 0.240 -0.067 0.498 -0.4390
O -2.994 -3.210 0.639 -0.113 -0.031 -0.234 0.0781
N -1.498 -2.326 2.094 -0.011 0.007 0.286 0.0669
H -1.105 -1.448 2.406 -0.068 -0.060 -0.109 0.1360
C -0.668 -3.498 2.227 0.058 -0.189 0.083 -0.0650
H -1.175 -4.324 1.721 0.083 0.054 0.096 0.1321
H -0.521 -3.755 3.279 0.072 -0.016 -0.188 0.1304
C 0.711 -3.249 1.590 -0.462 -0.127 0.279 -0.4355
O 1.745 -3.548 2.140 0.233 -0.048 0.085 0.0866
N 0.600 -2.630 0.389 -0.251 0.173 -0.596 0.1608
C 1.578 -1.976 -0.366 0.139 0.122 -0.112 -0.1502
C 2.930 -2.075 -0.115 0.183 0.020 0.009 0.0795
C 3.846 -1.346 -0.879 -0.244 0.130 -0.127 -0.2757
C 3.383 -0.525 -1.895 0.461 -0.047 0.104 -0.0257
C 2.020 -0.423 -2.148 -0.415 -0.133 0.076 -0.0127
C 1.108 -1.136 -1.399 0.050 0.028 -0.090 -0.2328
O -0.261 -1.087 -1.544 0.446 -0.324 0.338 -0.1110
C -0.798 -0.194 -2.488 -0.159 0.202 -0.170 -0.0689
H -0.476 -0.440 -3.504 0.007 0.008 0.031 0.0992
H -0.527 0.842 -2.258 0.024 -0.023 0.003 0.1003
H -1.880 -0.308 -2.420 0.039 0.040 -0.042 0.0947
H 1.691 0.232 -2.938 -0.085 0.063 -0.061 0.1096
H 4.061 0.051 -2.504 0.101 0.038 -0.036 0.1018
O 5.155 -1.509 -0.538 -0.225 -0.169 0.162 -0.0817
C 6.134 -0.845 -1.298 0.124 0.094 -0.103 -0.0917
H 6.101 -1.146 -2.350 -0.014 0.024 0.029 0.0962
H 7.090 -1.141 -0.869 -0.038 0.051 -0.064 0.0932
H 6.031 0.244 -1.229 -0.015 -0.037 -0.018 0.0900
H 3.291 -2.706 0.679 0.005 -0.068 0.059 0.1182
H -0.331 -2.487 0.018 0.132 -0.039 0.168 0.1287
H -1.566 3.942 0.933 -0.016 0.024 -0.014 0.1111
H 0.594 5.073 1.258 -0.010 0.135 0.015 0.1202
H 4.175 2.646 2.212 -0.009 0.009 -0.036 0.0974
H 4.871 4.119 1.492 -0.016 -0.093 -0.008 0.0934
```
Forces are in eV/Å.

As for the SMILES: COc1ccc(-n2nc(C(=O)NCC(=O)Nc3cc(OC)ccc3OC)c3ccccc3c2=O)cc1. Its multiplicity is 1. The lowest unoccupied orbital energy is -0.249 eV. The HOMO-LUMO gap comes out at 7.79 eV.


Here is the molecule C5H9N in a non-equilibrium geometry from the OMol25 dataset. Energies are from ωB97M-V with the def2-TZVPD basis set.

Structure (XYZ):
```
15
Properties=species:S:1:pos:R:3:forces:R:3:lowdin_charge:R:1
C -0.150 2.234 -2.099 0.633 -0.837 0.520 -0.0217
C -0.068 1.025 -1.532 -0.368 0.317 -0.607 -0.2512
N -0.163 0.773 -0.160 0.087 0.209 -0.991 -0.0584
C -0.230 -0.624 0.215 -0.436 0.261 0.511 -0.2384
C 0.401 -2.068 2.127 0.275 -0.460 0.944 -0.0177
C 0.404 -0.871 1.568 -0.386 -0.242 -0.640 -0.1607
H -0.117 3.071 -1.425 -0.259 0.593 -0.217 0.0435
H -0.014 2.327 -3.166 -0.155 0.230 0.069 0.0392
H 0.016 0.157 -2.184 0.146 -0.062 0.240 0.1034
H -0.831 1.420 0.232 0.011 -0.302 0.540 0.1267
H 0.312 -1.156 -0.551 0.393 -0.239 -0.111 0.1070
H -1.246 -1.038 0.163 -0.053 0.084 0.197 0.1229
H 0.942 -2.311 3.039 -0.051 0.462 0.027 0.0503
H -0.137 -2.940 1.774 -0.058 0.225 -0.572 0.0577
H 0.881 0.003 1.998 0.223 -0.238 0.090 0.0974
```
Forces are in eV/Å.

As for the SMILES: C=CCNC=C. Its multiplicity is 1. The lowest unoccupied orbital energy is 1.181 eV. The HOMO-LUMO gap comes out at 9.37 eV.


no.,total energy (eV)
1,-78284.302
2,-8371.625
3,-16397.050
4,-9809.664
5,-45597.195
6,-6819.243